(1)
64
Properties=species:S:1:pos:R:3 method="wB97M-V/def2-TZVPD" gap_ev=9.0 smiles=CCOCB(S)OCCNC[C@H](C)O.CCOCC.CCOCC total_energy_ev=-40475.073 e_lumo_ev=0.23
C 1.97247 -2.50210 -1.46890
C 2.98107 -2.44301 -2.75247
O 2.72058 -1.40136 -3.74091
C 1.36745 -1.40511 -4.28710
B 0.92347 -2.76352 -5.10740
S 1.91115 -3.44277 -6.57002
O -0.31587 -3.48873 -4.73695
C -0.04708 -4.89726 -4.39185
C -0.67615 -5.35097 -2.92141
N -1.20776 -4.19757 -2.10087
C -2.64914 -3.86428 -2.41364
C -3.00415 -2.25478 -2.34916
C -4.62581 -2.02590 -2.57732
O -2.31308 -1.46495 -3.38990
H 2.56292 -2.14327 -0.49520
H 1.02015 -1.83100 -1.53131
H 1.73448 -3.65440 -1.27077
H 4.06230 -2.20535 -2.30177
H 3.10302 -3.54082 -3.20738
H 1.33422 -0.52280 -5.09263
H 0.50461 -1.16648 -3.53398
H 2.15479 -4.82096 -6.38282
H -0.62154 -5.56028 -5.20017
H 1.09710 -5.16828 -4.39586
H -1.49529 -6.21046 -3.02585
H 0.22251 -5.84876 -2.32178
H -0.59555 -3.35117 -2.14583
H -3.00055 -4.26764 -3.46970
H -3.30273 -4.38989 -1.56568
H -2.71573 -1.77490 -1.29595
H -5.01038 -2.45749 -3.60575
H -5.16353 -2.57382 -1.68468
H -4.93312 -0.88418 -2.56953
H -2.58883 -1.90505 -4.26533
C 2.33849 2.49670 3.08049
C 2.55327 1.06194 2.62662
O 1.47814 0.54680 1.84491
C 1.19021 1.23548 0.63026
C 2.35750 1.25993 -0.34200
H 1.41049 2.58050 3.65959
H 3.17471 2.82911 3.70452
H 2.25870 3.18397 2.23603
H 2.63237 0.42243 3.51147
H 3.49832 0.95661 2.08556
H 0.83404 2.24811 0.84632
H 0.35138 0.70812 0.16098
H 3.22360 1.78220 0.07114
H 2.07044 1.76621 -1.26853
H 2.67534 0.24008 -0.58383
C -0.61067 4.25507 4.45139
C -0.20476 4.61351 5.87175
O -0.07802 6.01674 6.08898
C -1.24981 6.80015 5.87509
C -2.41263 6.40500 6.76960
H 0.11330 4.65858 3.73264
H -0.65863 3.16772 4.33076
H -1.58946 4.66294 4.19170
H 0.77655 4.17426 6.07736
H -0.89509 4.17899 6.60088
H -1.53557 6.77031 4.81848
H -0.97666 7.83985 6.09046
H -2.73413 5.37599 6.59254
H -3.27027 7.06042 6.59053
H -2.12717 6.48154 7.82423



(2)
64
Properties=species:S:1:pos:R:3 method="wB97M-V/def2-TZVPD" gap_ev=1.6 total_energy_ev=-30845.480 e_lumo_ev=-4.97 e_above_lowest_kj_mol=1032.1
Be 0.55396 0.26519 -0.05036
C 0.15501 -6.65701 -0.63429
C -0.45477 -6.05657 -1.90724
C -1.84095 -6.59520 -2.30984
O -0.29684 -4.69501 -1.93127
H -0.43956 -6.54617 0.27253
H 1.12360 -6.17965 -0.48581
H 0.37257 -7.71892 -0.74884
H 0.23210 -6.43204 -2.66575
H -1.68324 -7.67029 -2.39593
H -2.07130 -6.26632 -3.32319
H -2.72791 -6.35449 -1.72379
C -0.70386 6.36294 2.13944
C 0.49980 6.52835 1.17886
C 1.41463 7.75359 1.57610
O 1.30722 5.36616 1.24031
H -0.32764 6.30576 3.16085
H -1.21723 5.40784 2.02844
H -1.44729 7.15280 2.03207
H 0.14674 6.63769 0.15344
H 1.78076 7.72922 2.60247
H 0.84374 8.67899 1.49968
H 2.25030 7.82667 0.88010
C 3.72264 -1.79663 1.67476
O 3.54808 -1.16978 0.39628
C 4.77703 -0.81555 -0.23142
C 4.52047 -0.72666 -1.73522
N 3.73716 0.47520 -2.12552
C 3.17712 0.34631 -3.47751
C 2.10677 1.43124 -3.94528
O 1.02696 1.32870 -3.02112
C -0.00579 2.27821 -3.32585
H 4.38174 -1.19770 2.30324
H 4.16168 -2.77560 1.48250
H 2.73722 -1.86620 2.13540
H 5.49545 -1.60788 -0.02121
H 5.25925 0.10943 0.08477
H 3.92303 -1.59210 -2.02186
H 5.41423 -0.90258 -2.33387
H 4.39659 1.23600 -2.04524
H 2.70165 -0.61472 -3.67358
H 3.97486 0.25610 -4.21480
H 1.79148 1.30213 -4.98067
H 2.54467 2.42546 -3.85659
H 0.25621 3.33254 -3.23724
H -0.83369 2.05140 -2.65411
H -0.23472 2.14784 -4.38353
C -5.81646 -1.22710 1.72566
C -4.61602 -0.38666 1.91316
C -3.58492 -1.04968 2.85812
O -2.49010 -0.13350 3.13340
C -2.56533 0.50401 4.41986
N -3.95516 -0.19889 0.62328
H -6.44809 -0.77077 0.96349
H -6.45408 -1.30277 2.60646
H -5.69823 -2.25962 1.39697
H -4.84863 0.60749 2.29482
H -3.29766 -1.98553 2.37878
H -4.09156 -1.32214 3.78396
H -2.59571 -0.25853 5.19813
H -3.55149 0.96446 4.47965
H -1.70045 1.14884 4.57566
H -4.56025 0.30288 -0.01090
H -3.77570 -1.13131 0.27906



(3)
84
Properties=species:S:1:pos:R:3 method="wB97M-V/def2-TZVPD" gap_ev=5.2 total_energy_ev=-106134.268 e_lumo_ev=0.42 e_above_lowest_kj_mol=584.0 charge=-1
N -3.84254 -7.11316 -7.02128
H -4.31703 -6.25539 -6.77799
H -3.25411 -7.16835 -7.84031
H -4.48310 -7.89379 -7.00122
H -3.13199 -7.16806 -6.30559
N 0.29884 -8.20573 -4.04715
O -0.44902 -7.23907 -3.82054
O -0.00068 -8.96453 -4.93614
O 1.26404 -8.38864 -3.42631
C 6.89952 -8.33856 -6.76095
C 6.79453 -8.86276 -8.21189
C 5.27785 -9.13250 -8.56309
N 5.11120 -9.83191 -9.94186
C 3.60692 -10.36921 -10.03692
C 5.25528 -8.92612 -11.17233
C 6.21082 -9.64469 -12.06875
C 7.03869 -10.52269 -11.11572
C 6.10623 -11.05364 -10.10424
H 7.91099 -8.00721 -6.52592
H 6.79196 -9.18140 -6.07820
H 6.22180 -7.52877 -6.49072
H 7.52946 -9.64029 -8.42030
H 7.24726 -8.10176 -8.84750
H 4.54345 -8.33968 -8.42094
H 4.94099 -9.91867 -7.88740
H 2.91610 -9.57102 -9.76534
H 3.36361 -11.10904 -9.27433
H 3.38051 -10.61159 -11.07523
H 4.35541 -8.57313 -11.67604
H 5.67688 -8.00021 -10.78113
H 5.74156 -10.25925 -12.83700
H 6.88301 -9.01542 -12.65208
H 7.56140 -11.30472 -11.66645
H 7.80895 -9.94459 -10.60524
H 5.53884 -11.87269 -10.54618
H 6.53940 -11.43931 -9.18135
C -9.16035 -9.42496 -17.00503
C -8.77220 -8.14736 -16.29606
C -9.94695 -7.47294 -15.57027
N -9.57692 -6.30742 -14.54517
C -8.98850 -5.08718 -15.31749
C -8.55077 -6.79568 -13.51029
C -8.66310 -5.92493 -12.33242
C -10.12953 -5.49504 -12.37860
C -10.76552 -5.94743 -13.73423
H -9.67330 -10.18277 -16.41284
H -8.32483 -9.87096 -17.54456
H -10.00666 -9.21529 -17.65918
H -8.39319 -7.44097 -17.03462
H -7.93868 -8.31692 -15.61444
H -10.48326 -8.23752 -15.00824
H -10.70474 -7.03999 -16.22327
H -8.02993 -5.39793 -15.73305
H -8.63895 -4.45364 -14.50228
H -9.58095 -4.61863 -16.10334
H -7.51695 -6.79269 -13.85570
H -8.81579 -7.80579 -13.19798
H -7.98433 -5.07602 -12.41434
H -8.44168 -6.29005 -11.32955
H -10.25090 -4.42587 -12.20467
H -10.63829 -5.90709 -11.50712
H -11.41202 -5.35990 -14.38612
H -11.30497 -6.88847 -13.62685
P -5.60526 -1.76470 -4.71693
F -5.86933 -1.24700 -6.30798
F -6.39860 -3.18674 -5.09015
F -4.09902 -2.30084 -5.21226
F -5.41813 -2.32683 -3.20293
F -5.11742 -0.27847 -4.18084
F -7.09823 -1.15148 -4.33742
P -1.52775 -5.43809 -13.20311
F -0.68412 -6.33943 -14.19875
F -0.33080 -5.46118 -12.07331
F -0.82022 -4.22250 -13.92360
F -2.43629 -4.46541 -12.26420
F -2.64368 -5.36804 -14.40326
F -2.04575 -6.66776 -12.32202
P -8.33957 -11.82306 -7.24317
F -7.18254 -13.04895 -6.97928
F -8.91008 -12.60594 -8.55307
F -9.39270 -12.52593 -6.23946
F -9.50924 -10.75775 -7.59362
F -7.89718 -10.84955 -6.01587
F -7.24219 -11.07467 -8.18596



(4)
77
Properties=species:S:1:pos:R:3 method="wB97M-V/def2-TZVPD" gap_ev=7.4 total_energy_ev=-79594.523 e_lumo_ev=-0.91 e_above_lowest_kj_mol=42.9
O 1.13026 0.31795 -2.80933
H 1.86498 0.40473 -3.42110
H 1.48075 0.44645 -1.92488
H 0.55677 1.04827 -3.05295
C 5.59627 -0.01800 -0.55751
F 5.17205 -0.08607 -1.78476
F 6.60035 -0.92077 -0.32309
F 6.04509 1.26475 -0.25823
S 4.19671 -0.45119 0.74414
O 4.00762 -1.84815 0.38931
O 4.93842 -0.29306 2.07402
N 2.86550 0.60081 0.34350
S 2.59826 1.10427 1.79620
O 2.26438 0.03945 2.78294
O 3.47292 2.13469 2.32461
C 1.00214 2.14987 1.51829
F 0.17979 1.44041 0.76624
F 0.49417 2.24106 2.73828
F 1.37633 3.26856 0.90656
C -4.36114 2.71727 -3.46772
C -3.27605 1.66041 -3.77697
C -3.48734 0.74128 -5.10496
O -3.49550 -0.60133 -4.63655
C -3.75545 -1.58977 -5.67023
N -2.02609 2.44335 -3.66011
H -5.35654 2.29700 -3.32396
H -4.42303 3.47582 -4.24802
H -4.30897 3.22826 -2.50633
H -3.22611 0.92762 -2.97159
H -2.65632 0.95732 -5.77641
H -4.38259 0.98869 -5.67542
H -2.86641 -1.70956 -6.28938
H -4.59359 -1.42011 -6.34613
H -3.87251 -2.55156 -5.17088
H -2.13130 3.29906 -4.18620
H -1.88628 2.87836 -2.75938
C 2.24369 2.03993 -6.80876
C 3.57233 1.81857 -6.20400
C 3.97455 2.90893 -5.20947
O 3.14923 3.20656 -4.07751
C 3.86727 4.01056 -3.09543
N 3.46714 0.54119 -5.56022
H 1.55108 1.99131 -5.96851
H 1.84090 1.30949 -7.51041
H 2.05622 3.00231 -7.28499
H 4.37350 1.77169 -6.94158
H 4.00026 3.82099 -5.80577
H 4.98303 2.71579 -4.84372
H 3.26386 4.27359 -2.22662
H 4.21091 4.93432 -3.56091
H 4.75676 3.42391 -2.86575
H 3.34194 -0.13585 -6.29918
H 4.31019 0.28776 -5.06510
C -3.97680 -2.47116 10.74600
O -3.22625 -2.46285 9.55733
C -1.98003 -3.20681 9.40964
C -1.44127 -2.96650 8.00242
N -2.30926 -3.45200 6.99412
C -1.95145 -2.82234 5.67379
C -2.53705 -3.55715 4.46876
O -2.37956 -2.68260 3.35185
C -1.50431 -3.08769 2.29463
H -3.48590 -1.84301 11.48933
H -3.92490 -3.44863 11.22555
H -4.98083 -2.07834 10.58563
H -2.10556 -4.28369 9.52207
H -1.24607 -2.95323 10.17454
H -0.48357 -3.47146 7.87623
H -1.22452 -1.90945 7.84830
H -3.17764 -3.23529 7.46214
H -0.87609 -2.81905 5.49580
H -2.31540 -1.79808 5.59294
H -3.60642 -3.73153 4.58767
H -2.06551 -4.52132 4.27867
H -1.86154 -4.04725 1.92082
H -0.48791 -3.22343 2.66422
H -1.55253 -2.43434 1.42347



(5)
64
Properties=species:S:1:pos:R:3 method="wB97M-V/def2-TZVPD" gap_ev=9.9 smiles=COCCOC.COCCOC.COCCOC.COCCOC total_energy_ev=-33613.102 e_lumo_ev=0.75 e_above_lowest_kj_mol=576.8
C 10.75864 25.17617 -6.17332
O 9.75972 24.15124 -5.94752
C 9.25017 23.74348 -7.23280
C 7.97958 22.90155 -7.07716
O 8.18260 21.52530 -6.90869
C 7.08688 20.62772 -6.56185
H 11.21074 25.31473 -5.19123
H 10.25910 26.07370 -6.53801
H 11.53838 24.90626 -6.88554
H 9.96127 23.13016 -7.78621
H 8.93519 24.51252 -7.93812
H 7.41030 22.95886 -8.00492
H 7.29352 23.26455 -6.31189
H 7.51211 19.62478 -6.59936
H 6.38633 20.78537 -7.38189
H 6.75470 20.79445 -5.53717
C -4.82572 5.02407 3.65631
O -3.63626 4.61867 4.24071
C -3.49612 5.19096 5.56964
C -2.14029 4.74931 6.15650
O -1.01537 5.43261 5.53049
C -0.48290 4.73037 4.39811
H -4.81537 6.10575 3.52221
H -5.72543 4.62936 4.12835
H -4.86340 4.65727 2.63057
H -4.34236 4.80427 6.13748
H -3.55863 6.24038 5.28169
H -1.87982 3.69109 6.13597
H -2.24957 4.98653 7.21475
H -1.08787 3.87121 4.10834
H 0.54979 4.40363 4.52019
H -0.44788 5.43342 3.56589
C 2.64760 11.66337 -0.87111
O 2.06216 12.46362 -2.00844
C 2.44741 13.82338 -2.08919
C 1.92277 14.47129 -0.77816
O 0.57500 14.82761 -0.72743
C -0.27923 13.74279 -0.44705
H 2.63170 12.09948 0.12772
H 3.72455 11.49797 -0.90140
H 2.15727 10.69565 -0.76525
H 1.89380 14.20824 -2.94564
H 3.52709 13.93925 -2.18389
H 2.48631 15.40389 -0.80622
H 2.23717 14.09387 0.19488
H -1.29250 14.04858 -0.18651
H 0.04035 13.13341 0.39831
H -0.33871 13.12278 -1.34156
C 11.96914 12.29744 3.81409
O 10.58967 12.56350 3.63392
C 9.78621 12.32859 4.85217
C 8.29637 12.68548 4.55465
O 7.87805 14.05962 4.59059
C 8.28064 14.81568 3.48022
H 12.34447 12.71385 4.74888
H 12.43342 12.90839 3.03995
H 12.36031 11.28010 3.80341
H 10.14932 12.95383 5.66784
H 9.95971 11.29449 5.14986
H 7.69086 12.21413 5.32880
H 8.06391 12.11836 3.65330
H 7.80286 14.50289 2.55179
H 9.35567 14.88948 3.31606
H 7.98761 15.82995 3.75129



(6)
70
Properties=species:S:1:pos:R:3 method="wB97M-V/def2-TZVPD" gap_ev=8.9 total_energy_ev=-41044.340 e_lumo_ev=-10.70 e_above_lowest_kj_mol=535.9 charge=+4
C 1.41505 4.04517 2.66505
C 2.70133 4.08995 1.78670
O 3.27129 5.11940 1.49387
N 3.36136 2.70389 1.51632
H 3.74153 2.25731 2.33859
H 2.62210 2.12377 1.14612
C 4.63715 2.75741 0.67228
H 1.51947 4.49859 3.65075
H 1.09363 3.00692 2.58250
H 0.52781 4.51082 2.23600
H 5.03639 1.74463 0.72691
H 5.21378 3.56111 1.13019
H 4.15633 2.94826 -0.28714
C -1.89401 -2.89066 -0.70968
C -2.74702 -3.66834 -1.73513
O -4.02487 -3.77707 -1.63756
N -1.94647 -4.59591 -2.69115
H -2.48095 -4.67775 -3.54423
H -0.98715 -4.35422 -2.89463
C -1.69673 -5.96965 -2.13559
H -1.84149 -3.39059 0.25749
H -2.42091 -1.94885 -0.55646
H -0.99199 -2.59691 -1.24649
H -1.25229 -5.93221 -1.14101
H -1.12396 -6.63296 -2.78370
H -2.69506 -6.40711 -2.14333
C -0.78069 0.66779 4.01239
C 0.10504 -0.16234 4.98650
O -0.11934 -0.43997 6.16525
N 1.54100 -0.40700 4.46109
H 1.58310 -0.43734 3.45242
H 2.12795 0.37830 4.70377
C 2.25339 -1.78179 4.72940
H -0.71498 0.25696 3.00491
H -0.53800 1.72587 3.91405
H -1.80918 0.43727 4.29017
H 1.83368 -2.56684 4.10041
H 2.34279 -2.00260 5.79305
H 3.27350 -1.57302 4.40709
C -5.12126 1.90940 -0.45274
C -3.74207 1.78798 -1.05868
O -3.53068 2.00332 -2.29005
N -2.58868 1.74265 -0.06903
H -2.94739 2.36224 0.64339
H -2.32731 1.03300 0.60044
C -1.36562 2.47489 -0.62566
H -5.32275 1.09997 0.24892
H -5.82506 1.82431 -1.28070
H -5.19706 2.82219 0.13818
H -0.74205 2.66554 0.24778
H -1.74681 3.44322 -0.94987
H -0.93199 1.90182 -1.44520
C -0.15557 -0.54421 -5.65376
C 0.00243 -0.58692 -4.17700
O -0.90843 -0.58854 -3.35288
N 1.42770 -0.79203 -3.70344
H 1.50692 -1.61112 -3.11785
H 1.93127 -1.04849 -4.54055
C 1.99281 0.40221 -2.89165
H -1.20683 -0.60405 -5.93547
H 0.24314 -1.48344 -6.03713
H 0.37698 0.23069 -6.20514
H 2.98895 0.03981 -2.63774
H 1.35702 0.51148 -2.01306
H 2.09876 1.24908 -3.56966
O 0.57058 -0.90531 -0.22053
C 1.09417 -0.26961 0.79256
O 1.24340 0.92637 0.91738
O 1.64700 -0.95413 1.64348
H 0.88597 -1.66235 0.27849